An isolated molecule of C5H10. Source: OMol25; level of theory: ωB97M-V/def2-TZVPD.

Each line ends with the Mulliken charge.
Element x y z (Å)
C: -1.02737 1.27796 -0.55892  -1.025
C: -0.05997 0.25327 -1.18914  -0.517
C: 0.48712 -0.81685 -0.23915  -0.047
C: -0.11845 -1.04668 1.11771  -0.580
C: 1.23062 -0.39929 0.99897  -0.495
H: -0.60144 2.28342 -0.50939  0.260
H: -1.97351 1.33681 -1.10505  0.297
H: -1.29765 1.01101 0.46287  0.267
H: -0.56129 -0.24621 -2.02655  0.337
H: 0.79835 0.77755 -1.63137  0.278
H: 0.87006 -1.69905 -0.75435  0.369
H: -0.21071 -2.04828 1.52422  0.251
H: -0.93922 -0.40106 1.40352  0.125
H: 1.29351 0.66995 1.18986  0.212
H: 2.10994 -0.95256 1.31677  0.267

SMILES: CCC1CC1
energy relative to the best compared isomer or geometry (same formula, charge and spin): 1.1302 eV
frontier orbital gap: 11.38 eV
DFT total energy: -5346.1358 eV
net charge: 0
LUMO energy: 1.31 eV
HOMO energy: -10.070 eV


An isolated molecule of C5H10. Source: OMol25; level of theory: ωB97M-V/def2-TZVPD.

Each line ends with the Mulliken charge.
Element x y z (Å)
C: -0.24578 -1.03531 -1.14042  -1.511
C: -0.02784 0.01531 -0.06765  1.427
C: -0.42249 1.42067 -0.47981  -1.511
C: -0.23733 -0.41322 1.35920  -0.776
C: 1.15058 -0.11453 0.85668  -0.771
H: 0.30903 -1.95549 -0.92517  0.382
H: -1.31008 -1.29331 -1.21199  0.304
H: 0.07496 -0.67305 -2.12468  0.366
H: -1.36564 1.42275 -1.03894  0.368
H: -0.54534 2.07796 0.38830  0.380
H: 0.34906 1.85785 -1.12582  0.303
H: -0.69580 0.28792 2.05280  0.252
H: -0.49566 -1.45421 1.54267  0.266
H: 1.62517 0.80255 1.19943  0.266
H: 1.83716 -0.94590 0.71538  0.254

SMILES: CC1(C)CC1
energy relative to the best compared isomer or geometry (same formula, charge and spin): 0.7874 eV
frontier orbital gap: 11.00 eV
DFT total energy: -5346.4786 eV
net charge: 0
LUMO energy: 1.15 eV
HOMO energy: -9.851 eV


The ion C5H10 with charge +1. Source: OMol25; level of theory: ωB97M-V/def2-TZVPD.

Each line ends with the Mulliken charge.
Element x y z (Å)
C: -2.26186 -0.02153 -0.30222  -1.047
C: -0.93875 0.08415 0.34646  -0.557
C: 0.27228 -0.23264 -0.30408  -0.342
C: 1.51028 -0.01083 0.45003  0.017
C: 2.69106 0.40830 0.05698  -0.501
H: -3.02610 -0.76967 -0.00975  0.335
H: -1.91027 -0.52955 -1.22640  0.305
H: -2.70239 0.98094 -0.30030  0.259
H: -0.96641 -0.47503 1.30337  0.373
H: -0.62753 0.98939 0.93719  0.419
H: 0.17666 -1.28078 -0.68278  0.372
H: 0.21594 0.36454 -1.22509  0.452
H: 1.31674 -0.73029 1.32968  0.283
H: 2.68965 0.65597 -1.02245  0.285
H: 3.56069 0.56705 0.64936  0.346

energy relative to the best compared isomer or geometry (same formula, charge and spin): 2.7063 eV
frontier orbital gap (alpha / beta): 10.06 / 5.28 eV
2S+1: 2
DFT total energy: -5334.9288 eV
net charge: +1
LUMO energy (alpha / beta): -5.01 / -9.62 eV
HOMO energy (alpha / beta): -15.068 / -14.898 eV


A structure of composition C5H10BNO. Source: OMol25; level of theory: ωB97M-V/def2-TZVPD.

Each line ends with the Mulliken charge.
Element x y z (Å)
B: -0.15304 1.25673 -0.47088  0.160
C: 1.47986 0.41390 0.42577  0.385
C: -1.11459 0.08997 -0.58871  -0.697
C: -0.45250 -1.08124 0.23112  -0.531
C: -0.39085 2.84468 -0.75927  -0.919
C: 1.81278 -1.88478 1.02948  -0.975
N: 0.96399 -0.81623 0.58991  0.043
O: 2.59383 0.77942 0.73641  -0.643
H: -1.99658 0.46611 -0.22858  0.367
H: -1.48938 -0.26203 -1.54056  0.407
H: -0.88762 -1.30088 1.27209  0.300
H: -0.49289 -2.03973 -0.33066  0.317
H: -1.25795 3.07229 -1.51532  0.266
H: 0.54910 3.35334 -1.22306  0.249
H: -0.74381 3.43931 0.06446  0.356
H: 2.75721 -1.29322 1.25973  0.339
H: 1.28183 -2.55378 1.76681  0.248
H: 1.96472 -2.47322 0.12286  0.326

energy relative to the best compared isomer or geometry (same formula, charge and spin): 3.1410 eV
frontier orbital gap: 8.83 eV
DFT total energy: -9559.2133 eV
net charge: 0
LUMO energy: 0.51 eV
HOMO energy: -8.322 eV


A structure of composition C5H10Br2FO3P. Source: OMol25; level of theory: ωB97M-V/def2-TZVPD.

Each line ends with the Mulliken charge.
Element x y z (Å)
C: 1.15719 0.31982 -2.15108  -1.080
C: 0.27812 0.58673 2.19879  -1.102
C: -0.12719 -0.23469 -1.72627  -0.107
C: -0.80795 -0.20817 1.57108  -0.166
C: -4.15111 -0.03778 0.35983  0.218
O: -2.30304 2.06092 0.63690  -0.753
O: -0.88152 0.80670 -1.11421  -0.282
O: -2.92484 -0.24958 -0.18281  -0.241
F: -4.15320 0.12125 1.69614  -0.154
P: -1.74556 0.77974 0.28081  1.011
Br: -5.21788 1.34258 -0.50100  -0.038
Br: -5.25640 -1.64652 0.05731  -0.133
H: 1.32358 1.34669 -2.71283  0.267
H: 1.79497 0.41678 -1.18345  0.206
H: 1.77814 -0.32928 -2.84137  0.350
H: 1.22273 0.04834 2.43387  0.332
H: 0.72976 1.20821 1.33055  0.252
H: -0.06006 1.14219 3.08632  0.301
H: -0.00211 -1.00606 -1.00970  0.322
H: -0.82941 -0.52636 -2.58272  0.238
H: -1.61966 -0.54960 2.26334  0.396
H: -0.37024 -1.03912 0.86125  0.163

energy relative to the best compared isomer or geometry (same formula, charge and spin): 0.0000 eV
frontier orbital gap: 10.33 eV
DFT total energy: -163581.5472 eV
net charge: 0
LUMO energy: 0.49 eV
HOMO energy: -9.845 eV


A structure of composition C5H10Br2FO3P. Source: OMol25; level of theory: ωB97M-V/def2-TZVPD.

Each line ends with the Mulliken charge.
Element x y z (Å)
C: -0.85359 2.77929 0.51685  -1.069
C: 2.03366 -0.13658 1.53361  -0.899
C: -1.19111 1.57572 -0.44395  -0.344
C: 0.52711 -0.55667 1.44362  -0.559
C: -0.41862 -3.24791 -2.35572  0.387
O: -1.29099 -1.24514 -0.22869  -0.823
O: -0.03703 0.90286 -0.81286  -0.419
O: 1.12924 -1.06445 -1.35167  -0.796
F: -0.51599 -4.53310 -2.06437  -0.131
P: 0.08443 -0.62427 -0.34028  1.170
Br: -1.95916 -2.30856 -2.31129  0.245
Br: 0.98261 -2.78634 -3.42968  0.163
H: -1.54823 3.02087 1.28289  0.372
H: 0.07593 2.68838 1.11313  0.246
H: -0.82026 3.83724 -0.03712  0.256
H: 2.47801 -0.74625 0.75155  0.240
H: 2.20830 1.01255 1.40724  0.157
H: 2.60299 -0.28795 2.47025  0.364
H: -1.81091 1.96073 -1.17960  0.467
H: -1.93493 0.95719 0.22566  0.227
H: -0.01797 0.22810 1.80791  0.257
H: 0.27652 -1.42573 2.00252  0.490

energy relative to the best compared isomer or geometry (same formula, charge and spin): 3.7455 eV
frontier orbital gap (alpha / beta): 6.41 / 6.44 eV
DFT total energy: -163577.8016 eV
net charge: 0
LUMO energy (alpha / beta): -2.69 / -2.67 eV
HOMO energy (alpha / beta): -9.104 / -9.115 eV


Question: Look up the net charge of the sixth one.
Answer: 0


Question: The lowest energy relative to the best compared isomer or geometry (same formula, charge and spin) belongs to which entry?
Answer: number 5


Question: energy relative to the best compared isomer or geometry (same formula, charge and spin) of number 5 (C5H10Br2FO3P)?
Answer: 0.0000 eV